Below is C4H5NO in the gas phase at a distorted geometry, with properties calculated with ωB97M-V with the def2-TZVPD basis set.

Output
multiplicity: 1
HOMO-LUMO gap (alpha / beta): 6.53 / 8.79 eV

Atoms and positions in Å:
N 2.5265 0.0796 0.1772
C 1.1693 0.0076 0.0889
C 0.2039 0.9197 -0.1070
C -1.1797 0.5229 -0.2094
C -1.6770 -0.6406 0.2378
O 1.1781 -1.2548 0.3890
H 2.9224 -0.5668 -0.4979
H 0.5035 1.9490 -0.2454
H -1.8425 1.2195 -0.7196
H -2.7069 -0.9103 0.0454
H -1.0977 -1.3257 0.8411



Below is a molecular structure, C21H21EuN5O4, with properties calculated with ωB97M-V with the def2-TZVPD basis set.

Output
multiplicity: 7
expectation value of S²: 12.010
net charge: +1
HOMO-LUMO gap (alpha / beta): 5.77 / 7.72 eV

Atoms and positions in Å:
Eu -0.0574 0.1133 0.1001
O 1.7719 -1.0819 2.6356
C 0.9264 -0.2091 2.6322
O -0.3139 -0.3780 2.2349
C 1.2896 1.2591 2.7365
C 1.9244 1.8729 3.7943
C 2.1620 3.2382 3.6947
C 1.7882 3.9202 2.5475
C 1.1891 3.2152 1.5160
N 0.9411 1.9081 1.6123
H 2.2136 1.3115 4.6708
H 2.6372 3.7673 4.5099
H 1.9557 4.9821 2.4411
H 0.8982 3.7069 0.5952
O 0.6241 -2.2734 0.1996
C 1.9193 -2.7395 -0.2742
C 1.8023 -3.0054 -1.7563
C 1.2721 -1.8016 -2.5435
C 2.1527 -0.5864 -2.4482
C 3.1830 -0.3836 -3.3529
C 3.9908 0.7348 -3.2365
C 3.7548 1.6357 -2.2137
C 2.7143 1.3716 -1.3474
N 1.9297 0.2879 -1.4474
H 0.6433 -2.3320 1.1713
H 2.1817 -3.6370 0.2827
H 2.6695 -1.9749 -0.0573
H 1.1448 -3.8590 -1.9270
H 2.7913 -3.2801 -2.1310
H 0.2576 -1.5611 -2.2043
H 1.1669 -2.0784 -3.5927
H 3.3299 -1.0978 -4.1520
H 4.7866 0.9095 -3.9482
H 4.3281 2.5433 -2.1060
H 2.4870 2.0590 -0.5429
C -3.1203 -1.9850 -2.4608
C -3.0680 -1.3261 -1.1246
C -4.3164 -1.1452 -0.3391
O -1.9820 -0.9625 -0.6698
H -4.1095 -1.9345 -2.9086
H -2.8706 -3.0401 -2.3135
H -2.3729 -1.5468 -3.1193
H -4.7782 -2.1251 -0.1904
H -5.0255 -0.5610 -0.9297
H -4.1185 -0.6669 0.6148
N -0.9198 1.8690 -1.1771
C -0.6763 2.6679 -1.9975
C -0.3342 3.5975 -2.9466
C -1.3020 4.0373 -3.8820
N -2.1083 4.3595 -4.6375
C 1.0038 4.0496 -2.8599
N 2.1080 4.3479 -2.7085



Below is 19 unconnected molecules or ions with the total composition H38O19 at a distorted geometry, with properties calculated with ωB97M-V with the def2-TZVPD basis set.

Output
multiplicity: 1
HOMO-LUMO gap: 9.30 eV

Atoms and positions in Å:
O -0.1455 -5.2131 1.2774
H -1.0625 -5.0715 0.9818
H 0.0748 -4.2800 1.1413
O 1.1938 2.1612 3.5310
H 0.7967 1.9489 4.3558
H 1.4756 1.4400 2.9525
O 0.4384 4.4954 2.3651
H 0.6286 3.5393 2.5003
H 0.0319 4.8643 1.6004
O -1.2518 0.4853 0.5614
H -1.2500 0.5285 1.5229
H -1.9067 0.9734 0.0548
O -3.6691 1.2797 -2.2493
H -2.8365 0.8790 -2.4047
H -4.2926 1.7114 -2.7994
O 0.4093 -0.3853 -4.8050
H 0.6664 -0.0097 -3.9641
H -0.0108 0.4005 -5.2286
O 4.2100 -2.1877 1.6749
H 3.5695 -2.8796 1.5795
H 4.4891 -1.8928 0.7918
O -1.0730 -2.6211 2.4256
H -1.9288 -2.1590 2.3985
H -1.5568 -3.3580 2.8742
O -3.1335 -1.8873 -2.8667
H -2.9038 -2.3541 -2.0676
H -2.7272 -1.0280 -2.8413
O -3.9860 -0.7778 1.1270
H -4.4365 -1.5438 0.7525
H -4.2165 -0.1437 0.4424
O 2.8357 0.1925 3.5204
H 2.5759 -0.0851 4.3885
H 3.7426 0.5149 3.4913
O -1.6312 2.4704 2.5557
H -1.3357 2.7165 1.6882
H -1.8325 3.2676 3.0167
O 3.6504 0.9760 -0.2861
H 4.4386 0.4993 -0.0849
H 2.8886 0.3922 -0.0764
O 1.3801 -0.5348 -0.4471
H 1.0575 -1.4466 -0.5649
H 0.5709 -0.2171 -0.0348
O -0.8165 -2.7942 -3.9410
H -1.6938 -2.3787 -3.8289
H -0.2458 -1.9066 -4.1275
O 1.6522 2.3597 0.3771
H 2.0148 3.2456 0.3674
H 2.1135 1.8887 1.0612
O 1.9050 2.5472 -2.3160
H 2.0112 1.7181 -2.7678
H 2.5076 2.4607 -1.5879
O -0.3473 1.6165 -1.9933
H -0.4982 1.8425 -1.0481
H 0.4530 1.0632 -1.8346
O -1.3665 -2.2495 -0.8204
H -1.5939 -1.4492 -0.3311
H -1.7289 -2.9557 -0.3010



Below is a molecular structure, C2H7O2PS at a distorted geometry, with properties calculated with ωB97M-V with the def2-TZVPD basis set.

Output
multiplicity: 1
HOMO-LUMO gap: 9.55 eV

Atoms and positions in Å:
C 1.5187 0.9763 1.6632
C -1.7949 -1.0401 -1.0807
O -0.9691 1.2932 0.1311
O 0.2192 0.4215 -1.8484
P 1.0051 -1.0345 0.4951
S -0.4707 0.1664 -0.6103
H 0.5008 1.2048 2.2127
H 1.4744 1.5328 0.7404
H 2.4498 0.9980 2.2129
H -1.3613 -1.6795 -1.8250
H -2.0460 -1.5817 -0.1617
H -2.6284 -0.4391 -1.4233
H 2.1025 -0.8181 -0.5059



Below is C19H28N2O4S in the gas phase at a distorted geometry, with properties calculated with ωB97M-V with the def2-TZVPD basis set.

Output
multiplicity: 1
HOMO-LUMO gap: 9.84 eV

Atoms and positions in Å:
C 7.3917 1.0927 -3.3131
C 6.5193 0.2985 -4.2783
C 5.3171 -0.3603 -3.6025
H 4.8246 -1.0223 -4.3184
H 5.6601 -0.9748 -2.7675
C 4.2867 0.6550 -3.0892
C 3.1026 -0.0623 -2.5138
C 3.1009 -0.4580 -1.1786
C 2.0322 -1.1606 -0.6530
C 0.9613 -1.4686 -1.4694
C 0.9401 -1.0905 -2.7972
C 2.0144 -0.3889 -3.3166
H 2.0089 -0.0894 -4.3543
H 0.0856 -1.3559 -3.3997
S -0.4146 -2.3537 -0.7575
O 0.0682 -3.4656 0.0065
O -1.4065 -2.6006 -1.7673
N -0.9657 -1.2023 0.3512
C -1.7685 -1.7633 1.4203
H -1.2093 -2.6006 1.8374
C -2.0149 -0.6784 2.4708
N -2.6698 0.4474 1.8455
C -3.9465 0.8476 2.0188
O -4.4448 1.7250 1.3364
C -4.7485 0.1488 3.1364
C -6.0503 0.9019 3.4093
H -6.4340 1.3626 2.5029
C -5.5903 1.9253 4.4437
H -6.3985 2.2959 5.0693
C -4.5597 1.1273 5.2414
H -3.7331 1.7428 5.6073
H -5.0245 0.6176 6.0952
O -4.0347 0.1350 4.3669
H -5.1132 2.7647 3.9378
H -6.7960 0.2276 3.8304
H -4.9235 -0.8909 2.8305
C -1.8982 0.9983 0.7499
H -2.4706 1.8171 0.3116
C -1.6296 -0.0883 -0.2922
H -0.9697 0.2885 -1.0758
H -2.5745 -0.4109 -0.7525
H -0.9463 1.3724 1.1396
H -2.6098 -1.0614 3.2952
H -1.0504 -0.3367 2.8614
H -2.7301 -2.1330 1.0330
H 2.0112 -1.4829 0.3754
H 3.9441 -0.2107 -0.5505
H 3.9721 1.2921 -3.9178
H 4.7436 1.2820 -2.3233
H 7.1263 -0.4849 -4.7377
H 6.1700 0.9560 -5.0775
H 7.7117 0.4640 -2.4850
H 6.8556 1.9484 -2.9111
H 8.2780 1.4614 -3.8241



Below is C4H5NOS2 in the gas phase at a distorted geometry, with properties calculated with ωB97M-V with the def2-TZVPD basis set.

Output
multiplicity: 1
HOMO-LUMO gap: 9.77 eV

Atoms and positions in Å:
C 0.0409 1.5314 0.0847
C -0.1959 0.0912 0.2575
C -1.5524 -0.5604 0.4133
C 0.5933 -1.0298 0.1396
H 0.3195 1.5476 -2.3305
H -0.2278 2.0719 0.9653
H 1.1701 1.7614 0.1307
H -2.5022 -0.1375 0.3645
H 2.3393 -2.1833 0.7637
N -1.4528 -1.8576 0.6241
O -0.1862 -2.1470 0.3800
S -0.5963 2.3369 -1.4952
S 2.2506 -1.4247 -0.2978



Energy above the lowest of the compared OMol25 structures with the same formula, charge and spin? In order: 107.3, 2.4, 130.2, 70.1, 40.1, 58.6 kcal/mol.
Calculated total energy? In order: -285.24364, -2097.76986, -1452.23224, -970.31804, -1549.45935, -1081.69983 a.u..